{"formula": "C12H30KN2O4S", "method": "ωB97M-V/def2-TZVPD", "spin_multiplicity": 1, "e_above_lowest_kj_mol": 968.02, "charge": -1, "e_tot_ha": -1883.5172, "homo_ev": -2.96, "gap_ev": 4.974, "symbols": ["H", "C", "C", "O", "C", "H", "H", "H", "K", "O", "C", "H", "H", "C", "H", "C", "H", "H", "H", "H", "N", "H", "H", "H", "C", "H", "C", "C", "H", "C", "H", "H", "H", "H", "H", "H", "H", "C", "N", "H", "C", "O", "H", "H", "H", "H", "O", "H", "S", "H"], "positions_angstrom": [[3.096, 0.155, -1.325], [1.757, 1.311, -2.560], [2.454, 1.030, -1.225], [1.130, -3.792, 2.442], [-1.883, 0.593, -0.524], [-2.904, 0.848, -0.240], [-2.132, 0.853, -2.759], [-1.806, 0.456, 2.259], [0.521, -1.030, -0.156], [0.778, -1.428, 1.781], [-2.362, -1.641, -1.451], [-1.640, -2.379, 0.980], [2.988, -0.273, 0.931], [2.406, 0.637, 1.080], [3.188, 1.810, -1.023], [0.661, 2.015, 0.034], [0.926, 0.632, -2.752], [0.433, 4.026, 0.440], [-0.009, 1.652, 0.813], [0.049, 2.060, -0.867], [-1.652, -0.891, -0.417], [-3.091, -1.386, 1.036], [1.925, 3.378, 1.312], [-2.491, -3.547, -2.426], [-1.319, -0.507, 2.107], [-2.193, -1.226, -2.445], [-1.926, -3.120, -1.597], [1.319, 3.393, 0.406], [1.556, 2.368, -2.733], [1.755, 0.419, 2.411], [-3.437, -1.551, -1.298], [-0.495, 1.033, -2.201], [2.419, -0.050, 3.138], [-1.460, -0.951, 3.093], [2.468, 1.049, -3.344], [1.907, 3.712, -0.454], [0.922, -0.274, 2.291], [-2.006, -1.354, 0.931], [1.547, 0.861, -0.079], [-1.636, 2.280, -1.784], [-1.533, 1.203, -1.918], [0.349, -3.147, 0.233], [-0.845, -3.197, -1.717], [-0.242, -0.340, 2.124], [-2.117, -3.662, -0.670], [-1.240, 1.183, 0.128], [-0.870, -3.113, 2.378], [3.128, 1.450, 1.142], [0.381, -2.823, 1.641], [1.226, 1.275, 2.831]], "forces_ev_per_a": [[-0.27, -0.44, 0.07], [1.22, -0.51, -0.32], [-0.29, -0.02, -0.10], [4.41, 0.33, -1.07], [0.10, -0.73, -1.50], [-0.45, 0.01, -0.09], [-0.29, 0.14, 0.16], [-0.51, 0.45, -0.44], [1.29, 0.24, -7.27], [2.67, -6.79, 2.03], [0.37, -0.38, -0.20], [-0.89, 0.49, 0.23], [0.07, -0.13, -0.53], [0.53, 0.12, 0.76], [0.14, 0.51, 0.02], [1.20, -0.05, 1.51], [0.16, 0.35, 0.07], [0.34, 0.56, 0.50], [0.24, 1.00, 0.54], [0.78, 0.61, 0.36], [-3.44, 2.33, -0.84], [-0.39, 0.27, 0.27], [-0.32, 0.05, -0.03], [0.14, -0.17, -0.02], [-2.66, 1.33, 0.26], [0.22, 0.48, 0.10], [-0.30, 0.72, 0.88], [-1.13, -1.21, -1.22], [-0.60, -0.12, 0.21], [-0.44, 3.02, 1.29], [-0.54, -0.24, 0.14], [-0.69, -0.14, 0.24], [0.05, 0.19, -0.09], [-0.24, -0.68, -0.37], [0.23, 0.04, -0.11], [0.23, 0.20, 0.13], [2.52, 2.16, 1.45], [1.01, 0.76, 0.28], [3.07, 4.19, -1.11], [-0.23, 0.15, -0.40], [-0.53, -0.54, 0.45], [-0.08, -2.21, -1.51], [-0.16, -0.01, -0.35], [-3.29, 0.61, -0.62], [-0.16, -0.18, -0.15], [-0.87, -1.17, 0.16], [-2.43, 1.33, -0.91], [0.42, 0.27, -0.04], [-1.00, -8.15, 6.91], [0.78, 0.95, 0.25]]}